Record 1
{
  "formula": "C2H8NO2S",
  "method": "wB97M-V/def2-TZVPD",
  "gap_ev": 10.77,
  "charge": 1,
  "lumo_energy_ev": -3.56,
  "total_energy_ev": -18616.7562,
  "elements": ["C", "C", "N", "O", "O", "S", "H", "H", "H", "H", "H", "H", "H", "H"],
  "xyz": [[1.235, -1.041, -0.445], [-1.505, 1.495, 1.482], [2.025, -0.225, -1.142], [-1.691, 1.354, 2.755], [-1.337, 0.601, 0.682], [-0.645, -1.463, -1.402], [1.575, -2.068, -0.385], [0.818, -0.637, 0.465], [-1.494, 2.560, 1.210], [2.599, -0.587, -1.891], [-0.474, -0.732, -2.518], [1.888, 0.774, -1.130], [-1.723, 0.429, 3.064], [-1.270, -0.459, -0.747]]
}


Record 2
{
  "formula": "C2H8NO3PS",
  "method": "wB97M-V/def2-TZVPD",
  "gap_ev": 8.36,
  "charge": 0,
  "lumo_energy_ev": 0.67,
  "smiles": "N/C=C/O.OP(O)S",
  "total_energy_ev": -29959.4955,
  "elements": ["C", "C", "N", "O", "O", "O", "P", "S", "H", "H", "H", "H", "H", "H", "H", "H"],
  "xyz": [[2.396, -0.047, -0.393], [1.287, 0.046, 0.373], [3.253, 0.947, -0.649], [-1.518, -0.814, -1.043], [0.409, -0.834, 0.868], [-2.735, -1.148, 1.142], [-1.866, -0.046, 0.349], [-3.783, 1.050, 0.013], [-2.274, -1.305, -1.308], [2.809, -1.043, -0.682], [1.016, 1.038, 0.697], [3.105, 1.850, -0.313], [-3.259, 1.910, -0.786], [4.317, 0.745, -0.378], [0.137, -1.568, 0.233], [-3.295, -0.780, 1.875]]
}


Record 3
{
  "formula": "C2H8NOPS2",
  "method": "wB97M-V/def2-TZVPD",
  "gap_ev": 9.03,
  "charge": 0,
  "lumo_energy_ev": 0.18,
  "smiles": "CCSS.NP=O",
  "total_energy_ev": -36701.0221,
  "elements": ["C", "C", "N", "O", "P", "S", "S", "H", "H", "H", "H", "H", "H", "H", "H"],
  "xyz": [[3.318, 0.701, -0.749], [2.766, 0.675, 0.697], [-3.017, -2.701, 1.615], [-2.750, -0.462, 2.109], [-3.877, -1.353, 1.939], [0.159, -1.123, 0.401], [1.982, -0.946, 1.281], [4.076, -0.052, -1.061], [2.370, 0.527, -1.329], [3.750, 1.690, -0.894], [1.987, 1.413, 0.711], [3.481, 0.771, 1.527], [-3.476, -3.528, 1.315], [-2.019, -2.654, 1.442], [-0.849, -0.694, 1.235]]
}


Record 4
{
  "formula": "C2H8NOS",
  "method": "wB97M-V/def2-TZVPD",
  "gap_ev": 6.98,
  "charge": -1,
  "lumo_energy_ev": 4.16,
  "total_energy_ev": -16577.3091,
  "elements": ["N", "C", "O", "H", "H", "H", "H", "C", "S", "H", "H", "H", "H"],
  "xyz": [[-1.432, -1.289, -0.314], [-1.356, -1.086, 1.129], [-0.844, 0.159, 1.471], [-0.546, -0.992, -0.742], [-1.594, -2.261, -0.538], [-2.373, -1.158, 1.535], [-0.774, -1.888, 1.620], [1.836, 1.747, -1.029], [1.519, -0.010, -0.626], [2.252, 2.282, -0.171], [2.528, 1.833, -1.870], [0.909, 2.268, -1.296], [-0.126, 0.396, 0.830]]
}


Record 5
{
  "formula": "C2H8NOS",
  "method": "wB97M-V/def2-TZVPD",
  "gap_ev": 5.62,
  "charge": -1,
  "lumo_energy_ev": 3.25,
  "total_energy_ev": -16575.5346,
  "elements": ["C", "N", "C", "O", "H", "H", "H", "H", "H", "H", "S", "H", "H"],
  "xyz": [[-1.551, 0.022, -0.824], [-0.405, 0.218, 0.059], [-0.391, -1.068, 1.012], [-0.352, -2.238, 0.393], [-1.704, -1.029, -1.045], [-1.495, 0.705, -1.705], [-2.450, 0.328, -0.274], [0.430, -0.032, -0.476], [-1.306, -0.928, 1.621], [0.506, -0.869, 1.574], [2.950, 1.066, 0.186], [2.835, 2.361, 0.583], [2.933, 1.464, -1.104]]
}


Record 6
{
  "formula": "C2H8NOS",
  "method": "wB97M-V/def2-TZVPD",
  "s2": 0.75,
  "gap_ev": [9.75, 6.31],
  "multiplicity": 2,
  "charge": 0,
  "lumo_energy_ev": [0.59, -2.66],
  "total_energy_ev": -16573.6891,
  "elements": ["C", "S", "H", "H", "H", "N", "C", "O", "H", "H", "H", "H", "H"],
  "xyz": [[0.363, -0.466, 2.219], [1.320, -0.317, 0.570], [1.001, -1.119, 2.908], [-0.719, -0.919, 2.029], [0.293, 0.470, 2.787], [-1.173, -0.829, -1.363], [-1.429, 0.605, -1.071], [-0.241, 1.440, -1.105], [-0.778, -1.198, -0.485], [-0.778, -1.047, -2.209], [-1.908, 0.672, -0.085], [-2.166, 0.934, -1.758], [0.475, 0.722, -0.812]]
}